ORCA calculation (ωB97M-V with the def2-TZVPD basis set) on a 6-piece molecular cluster, C21H48Cl10NO3P2S overall.

HOMO-LUMO gap = 6.27 eV
Multiplicity = 1
Total charge = -1

Last column: Löwdin charge in e.
Atoms and positions in Å:
1 S -0.065 -1.939 -0.634  -0.010
2 H -1.007 0.453 3.662  0.058
3 Cl 6.973 2.542 -0.951  0.557
4 H -3.182 0.522 4.014  0.088
5 H 6.775 0.116 -4.823  0.072
6 Cl 5.654 5.101 -2.725  0.539
7 C 6.558 4.157 -0.328  -0.654
8 C -7.468 3.044 -2.977  -0.662
9 H -4.725 3.115 0.738  0.074
10 H 6.163 -5.006 -5.809  0.065
11 H -4.651 4.413 -0.463  0.063
12 H 5.021 5.632 -0.530  0.070
13 H -4.222 -2.062 2.836  0.062
14 C 5.331 4.707 -1.013  -0.650
15 H -0.666 2.374 -1.380  0.109
16 C -3.626 -1.155 2.708  -0.329
17 H 6.061 2.221 -3.597  0.005
18 H -3.537 1.809 -0.584  0.097
19 H 6.086 -3.256 -3.295  0.008
20 C 6.476 -4.085 -3.879  -0.697
21 C -7.831 4.186 -2.061  -0.667
22 H -1.803 -0.974 5.126  0.061
23 C -4.026 -0.117 3.744  -0.312
24 H -2.872 -2.757 6.187  0.115
25 O -2.815 3.616 0.105  -0.192
26 Cl 5.585 -2.739 -6.072  0.560
27 C -1.728 1.177 1.756  -0.263
28 H 7.416 4.809 -0.477  0.064
29 H -2.632 0.810 1.263  0.053
30 H 4.613 -3.386 0.831  0.073
31 H -0.047 -0.050 2.303  0.053
32 N -2.625 -5.415 4.411  0.076
33 H 5.393 -2.595 -0.558  0.044
34 H -8.799 4.593 -2.349  0.068
35 H -3.601 -5.453 4.700  0.072
36 H -2.071 1.999 2.393  0.103
37 H 6.423 -4.993 -3.283  0.034
38 C -2.607 -2.981 5.148  -0.205
39 C -1.984 -4.365 5.176  -0.510
40 H -4.106 4.716 1.204  0.088
41 H -7.083 4.975 -2.106  0.064
42 H -2.620 -2.932 -0.022  -0.088
43 H 4.512 3.993 -0.993  0.058
44 H 3.065 -1.742 -0.045  0.067
45 C -1.655 -1.913 4.591  -0.316
46 Cl -7.964 3.669 -0.361  0.547
47 C -2.736 2.529 -0.803  -0.260
48 H 2.413 -3.330 -0.433  0.025
49 O -5.124 0.716 3.334  -0.089
50 H -7.513 3.382 -4.011  0.070
51 H 6.367 4.052 0.738  0.073
52 H -1.473 0.848 -1.133  0.067
53 P -1.772 -1.711 2.690  0.434
54 H 4.682 -4.574 -4.923  0.075
55 Cl -5.813 2.461 -2.684  0.580
56 H 0.133 1.209 0.633  0.089
57 Cl 8.206 -3.762 -4.196  0.522
58 C 5.935 0.129 -4.130  -0.664
59 H -2.667 -5.069 3.451  0.055
60 H -2.239 -3.128 2.590  -0.033
61 C 4.572 -3.237 -0.247  -0.630
62 H -0.418 -2.193 2.485  -0.033
63 H -4.369 -0.603 4.659  0.108
64 C -1.371 1.856 -0.723  -0.187
65 H -3.537 -3.020 4.578  0.077
66 Cl 4.846 -4.845 -0.991  0.553
67 Cl 6.565 -0.450 -2.561  0.531
68 C -1.080 0.089 2.634  -0.334
69 Cl 3.168 -2.184 -2.340  0.517
70 P -1.822 -1.807 0.293  0.221
71 H 5.194 -0.592 -4.456  0.007
72 C -4.136 3.979 0.404  -0.130
73 Cl 3.860 1.556 -3.094  0.544
74 H -8.144 2.203 -2.846  0.067
75 H -0.631 -2.229 4.806  0.074
76 C -0.790 1.788 0.688  -0.205
77 H -4.851 1.140 2.514  0.054
78 H -3.898 -0.781 1.715  0.043
79 O -0.994 -4.606 5.810  0.083
80 H -2.917 2.897 -1.823  0.104
81 C 5.701 -4.269 -5.158  -0.634
82 H 5.112 1.864 -5.051  0.074
83 H -0.517 2.801 0.989  0.102
84 H -2.627 -0.815 -0.322  -0.098
85 C 3.238 -2.649 -0.621  -0.691
86 C 5.363 1.522 -4.048  -0.672